{"formula": "C6H10O", "method": "wB97M-V/def2-TZVPD", "e_lumo_ev": 1.082, "spin_multiplicity": 1, "smiles": "C=C1CO[C@H]2C[C@@H]12.[H][H]", "e_above_lowest_kj_mol": 233.2, "homo_energy_ev": -8.96, "species": ["O", "C", "C", "C", "C", "C", "C", "H", "H", "H", "H", "H", "H", "H", "H", "H", "H"], "positions_angstrom": [[0.60768, 0.74950, 1.58420], [1.50063, -1.22266, 0.36524], [-0.72391, -0.17986, -0.15159], [-0.73201, 0.39408, 1.25673], [-1.78569, -0.50366, -0.88200], [0.70091, -0.30770, -0.54793], [1.47532, 0.25207, 0.60379], [-1.66877, -0.92103, -1.87860], [-1.35492, 1.29334, 1.32976], [-2.80029, -0.36946, -0.51654], [0.94276, -1.86244, 1.04410], [-0.18941, 2.41391, -1.56502], [2.39999, -1.66565, -0.05050], [2.37257, 0.85260, 0.49423], [-0.79842, 2.02488, -1.74123], [-1.10714, -0.33983, 1.98276], [0.99300, -0.17080, -1.58457]], "forces_ev_per_angstrom": [[0.03, 0.02, 0.05], [0.09, -0.17, 0.11], [-0.13, -0.06, -0.06], [-0.28, -0.08, 0.00], [0.10, 0.01, 0.08], [-0.11, 0.03, -0.17], [0.21, 0.04, -0.11], [-0.02, 0.05, 0.15], [0.07, -0.13, -0.03], [0.14, 0.03, -0.02], [0.09, 0.09, -0.10], [-0.03, 0.06, -0.06], [-0.08, 0.11, 0.09], [-0.16, -0.10, -0.02], [0.08, 0.09, 0.02], [0.05, 0.08, -0.11], [-0.06, -0.06, 0.18]]}

=====

{"formula": "C6H15BIInNO2", "method": "wB97M-V/def2-TZVPD", "e_lumo_ev": 2.206, "spin_multiplicity": 1, "charge": -1, "homo_energy_ev": -3.94, "species": ["I", "In", "O", "O", "N", "C", "C", "C", "C", "C", "C", "B", "H", "H", "H", "H", "H", "H", "H", "H", "H", "H", "H", "H", "H", "H", "H"], "positions_angstrom": [[-5.54850, -1.57047, -3.01539], [-4.76067, -0.14261, -0.71698], [-2.86535, -2.08331, 1.13734], [-6.26366, -0.15818, 0.73272], [1.56247, 2.00574, 0.62786], [3.90897, 0.95221, 1.06323], [3.50875, -0.86320, -0.67703], [4.42547, 0.25915, -0.20153], [-1.28987, 0.85677, 0.27919], [2.59347, 1.55529, 0.81854], [-1.47049, -0.53399, -0.41754], [-2.84874, -1.10078, 0.15746], [3.38286, -1.62198, 0.09784], [-1.60372, -0.41231, -1.48852], [5.41853, -0.14799, 0.00119], [4.53771, 0.99398, -1.00116], [3.92655, -1.34790, -1.55970], [2.52197, -0.48616, -0.94892], [-4.41153, 1.56262, -1.18935], [-1.94029, 0.92349, 1.14971], [3.81853, 0.23653, 1.88145], [-6.45059, 0.73720, 1.02764], [-2.21053, -2.76882, 0.95712], [-0.61704, -1.19459, -0.21976], [-0.24856, 0.98713, 0.55537], [-1.62427, 1.61149, -0.42198], [4.59801, 1.73681, 1.37630]], "forces_ev_per_angstrom": [[-0.04, -0.02, 0.00], [0.35, 0.52, 0.79], [-0.28, -0.22, -0.55], [0.02, -0.02, -0.24], [-0.29, 0.66, -0.16], [-0.05, 0.05, -0.29], [0.02, 0.03, -0.04], [-0.01, -0.24, -0.15], [-0.20, -1.00, -0.55], [0.88, -0.39, 0.40], [-0.65, -0.37, 0.47], [-0.01, 0.02, -0.20], [-0.02, 0.00, -0.01], [0.32, 0.07, -0.23], [0.01, 0.08, 0.07], [0.02, 0.06, 0.06], [0.00, -0.02, 0.02], [-0.01, 0.00, 0.06], [-0.29, -0.24, -0.09], [0.09, 0.14, 0.27], [-0.04, 0.01, 0.02], [-0.02, 0.00, -0.12], [0.40, 0.27, 0.35], [0.10, 0.00, -0.04], [-0.43, 0.23, 0.03], [0.14, 0.38, 0.07], [-0.03, 0.02, 0.06]]}

=====

{"formula": "C50H61BN10O3P2SScSi2Te", "method": "wB97M-V/def2-TZVPD", "e_lumo_ev": [-5.569, -8.308], "spin_multiplicity": 2, "charge": 2, "e_above_lowest_kj_mol": 29.6, "homo_energy_ev": [-12.31, -12.31], "species": ["Te", "Sc", "S", "P", "P", "Si", "Si", "O", "O", "O", "N", "N", "N", "N", "N", "N", "N", "N", "N", "N", "C", "C", "C", "C", "C", "C", "C", "C", "C", "C", "C", "C", "C", "C", "C", "C", "C", "C", "C", "C", "C", "C", "C", "C", "C", "C", "C", "C", "C", "C", "C", "C", "C", "C", "C", "C", "C", "C", "C", "C", "C", "C", "C", "C", "C", "C", "C", "C", "C", "C", "B", "H", "H", "H", "H", "H", "H", "H", "H", "H", "H", "H", "H", "H", "H", "H", "H", "H", "H", "H", "H", "H", "H", "H", "H", "H", "H", "H", "H", "H", "H", "H", "H", "H", "H", "H", "H", "H", "H", "H", "H", "H", "H", "H", "H", "H", "H", "H", "H", "H", "H", "H", "H", "H", "H", "H", "H", "H", "H", "H", "H", "H"], "positions_angstrom": [[-2.09862, -1.35556, 0.66008], [1.15966, 0.07517, 0.30494], [1.24157, 0.00843, -7.72739], [1.62076, 2.65016, -0.54138], [-1.09051, 1.66502, -0.55205], [-3.10800, -3.46752, -1.88025], [-3.26198, -2.56178, 3.62919], [1.78138, 1.33525, -7.91990], [1.94102, -1.05711, -8.39652], [-0.21107, -0.06091, -7.81866], [1.13968, -1.03938, -1.81426], [1.21260, -2.16617, 0.76242], [1.04650, 0.34717, 2.52623], [3.65754, -0.73012, 1.92766], [1.59331, -0.60443, 3.33080], [0.01742, 2.83173, -1.11653], [4.10833, -3.45134, 3.47300], [1.90975, -2.58904, 1.85008], [3.28573, 0.03215, 0.86943], [3.47468, -2.30238, 3.82136], [1.23375, 5.25982, 0.47798], [2.37067, 6.07233, 2.43463], [4.93911, -0.48409, 2.23399], [-4.12481, 1.15352, -3.97979], [1.81792, -1.74500, -4.07344], [-4.66963, -3.82808, -2.86514], [-3.38280, 2.74524, 2.69892], [4.02708, 2.25845, -3.79016], [-3.92907, 3.94952, 2.28533], [2.74650, 3.82241, 1.68453], [1.44432, -0.29503, -5.91913], [-3.49717, -4.26921, 4.38788], [2.65264, 4.34948, -2.56692], [-2.92794, 1.80636, -4.23138], [4.05736, 3.52950, -4.34409], [-1.91008, -2.41844, -2.93006], [1.31889, -0.76060, -3.23269], [1.48587, 6.27491, 1.38524], [4.96831, -3.71823, 4.43100], [-1.92878, -2.77948, 2.24753], [4.93776, -2.72520, 5.43057], [-3.58659, 4.47418, 1.04598], [-2.28123, 1.53129, -1.92865], [0.34945, 1.16587, 3.32600], [-4.42082, 0.71973, -2.69421], [-2.50654, -1.25815, 4.77511], [-2.28110, -5.02447, -1.19685], [2.60044, 3.06998, -2.01879], [1.19616, -0.40677, 4.59398], [3.99051, -1.83875, 4.99988], [1.86700, -1.51743, -5.44469], [0.68874, -3.27191, 0.20786], [-3.50576, 0.91081, -1.67371], [3.28983, 2.02830, -2.64113], [0.97159, 0.70789, -5.09430], [4.35265, 0.77717, 0.54472], [3.37009, 4.56991, -3.73184], [1.02385, -4.39625, 0.94000], [5.42320, 0.48331, 1.37482], [-3.65471, -2.44287, -0.35050], [-2.17202, 2.57027, 0.62099], [-2.72049, 3.78689, 0.21481], [0.90648, 0.46374, -3.73355], [1.80001, -3.91778, 1.97871], [1.87561, 4.03099, 0.61392], [0.40259, 0.72459, 4.64034], [-4.88364, -1.89772, 2.91677], [2.99344, 4.84287, 2.58812], [-2.50708, 2.05901, 1.87063], [-2.00555, 1.99317, -3.21231], [2.66421, -1.59326, 2.77112], [0.99717, 7.23204, 1.27181], [-2.55409, -4.69760, 4.72645], [-4.83116, 0.99165, -4.78154], [3.39548, 5.56334, -4.15826], [3.67408, 4.68501, 3.41279], [0.67843, 1.65568, -5.52249], [-4.42005, -1.72245, -0.63428], [5.51686, -2.68486, 6.33473], [-3.22046, -0.94294, 5.53619], [-2.25079, -2.41350, -3.96604], [-2.10275, 1.11033, 2.19377], [3.23119, 2.85981, 1.80625], [-5.42659, -2.66262, 2.36152], [-1.82651, -5.61747, -1.99072], [-2.20143, -0.36950, 4.22026], [0.52520, 1.20782, -3.04889], [-0.05693, 1.16663, 5.50446], [-0.29908, 3.71272, -1.50654], [-1.51372, -4.80895, -0.45402], [2.14851, -2.69988, -3.67982], [-5.46105, -4.22727, -2.23116], [4.32866, 1.48174, -0.27033], [-2.48926, 4.18770, -0.76549], [-0.14593, 2.03596, 2.92683], [4.61855, 3.71150, -5.24982], [2.30201, -4.43900, 2.76843], [3.25120, 1.03690, -2.20232], [3.66908, -0.90479, 5.42580], [-5.53928, -1.56735, 3.72288], [2.22812, -2.27697, -6.12241], [0.09697, -3.24189, -0.69134], [0.16076, -1.34183, -1.72060], [-1.88645, -1.37113, -2.61645], [-4.47731, -4.55779, -3.65191], [-3.93631, -4.96124, 3.66932], [5.45765, -1.01209, 3.01455], [-4.16589, -4.23161, 5.24740], [2.56690, 6.87000, 3.13663], [0.52910, 5.42830, -0.32695], [-4.72576, -1.04714, 2.25161], [-5.04571, -2.92503, -3.34669], [-3.64325, 2.32936, 3.66288], [-1.08248, 2.51523, -3.42585], [1.47399, -1.08264, 5.38257], [4.57944, 1.44851, -4.24625], [-0.93180, -2.65659, 2.67337], [-5.37164, 0.25009, -2.48038], [-3.75374, 0.61297, -0.66135], [1.70942, -1.86093, -1.61427], [-4.01182, 5.41319, 0.72025], [0.74704, -5.41698, 0.75238], [5.58647, -4.59747, 4.37258], [2.15326, 5.18000, -2.08456], [-2.70536, 2.17459, -5.22315], [-0.89671, -2.82340, -2.94575], [-3.02554, -5.66053, -0.71694], [-1.98465, -3.77462, 1.80886], [-4.63203, 4.46831, 2.92177], [-4.07719, -3.10534, 0.40303], [-1.62836, -1.64475, 5.29302], [6.40553, 0.91674, 1.35787]], "forces_ev_per_angstrom": [[-0.33, -0.48, 0.12], [-0.10, -1.05, 0.23], [0.76, -0.70, 3.96], [-0.46, 1.11, -0.73], [-0.14, 1.23, 0.09], [-0.03, 0.32, 0.39], [0.25, 0.20, -0.37], [-0.31, 0.21, -0.89], [-0.21, 0.06, -0.77], [-0.19, 0.27, -1.22], [0.04, 0.16, -0.10], [0.35, 0.31, 0.04], [-0.02, -0.01, -0.24], [0.07, -0.17, 0.00], [0.12, -0.16, 0.26], [0.11, -0.29, 0.11], [0.12, -0.21, -0.32], [0.20, -0.33, 0.25], [-0.20, 0.16, -0.16], [-0.05, 0.02, 0.39], [-0.04, -0.10, -0.03], [-0.01, -0.09, -0.01], [0.06, 0.07, -0.17], [0.01, -0.02, -0.02], [0.04, -0.01, -0.03], [0.36, -0.06, 0.14], [-0.03, 0.03, 0.05], [0.05, -0.05, -0.04], [0.01, -0.10, 0.05], [-0.05, -0.02, -0.11], [-0.20, 0.23, -1.66], [0.03, 0.42, 0.06], [0.00, 0.02, 0.05], [-0.01, 0.02, -0.02], [-0.03, -0.06, 0.04], [-0.29, -0.26, 0.06], [-0.09, 0.17, -0.12], [-0.02, 0.09, -0.05], [-0.08, 0.24, 0.04], [-0.45, 0.08, 0.30], [-0.02, 0.02, 0.03], [-0.01, 0.09, -0.08], [0.25, -0.42, -0.02], [-0.03, 0.01, 0.06], [0.03, 0.01, 0.02], [-0.31, -0.39, 0.00], [-0.22, 0.20, -0.32], [0.17, -0.45, 0.26], [-0.17, 0.14, -0.08], [-0.08, 0.09, 0.00], [0.13, 0.05, 0.27], [0.19, -0.11, 0.02], [0.01, 0.05, 0.07], [0.03, 0.19, 0.22], [0.14, -0.14, 0.34], [0.22, -0.04, -0.07], [-0.09, 0.08, 0.00], [0.01, 0.06, -0.02], [-0.11, 0.05, -0.09], [0.29, -0.15, -0.67], [0.13, -0.26, 0.16], [0.06, -0.05, 0.01], [-0.08, -0.06, 0.00], [-0.17, 0.04, -0.14], [0.07, -0.46, 0.19], [0.07, 0.07, -0.07], [0.27, -0.21, 0.14], [0.07, 0.06, 0.07], [0.08, 0.05, -0.06], [0.03, -0.02, 0.06], [-0.08, -0.03, -0.39], [-0.04, 0.02, -0.01], [0.08, 0.01, 0.01], [-0.04, 0.04, -0.02], [0.03, 0.01, -0.02], [0.02, -0.04, 0.02], [-0.11, 0.08, 0.09], [-0.04, 0.07, 0.08], [0.03, 0.07, 0.04], [-0.04, 0.03, 0.05], [0.01, -0.03, -0.09], [-0.08, 0.00, 0.00], [0.02, 0.02, 0.05], [-0.02, -0.06, -0.03], [0.05, -0.02, -0.06], [-0.03, 0.01, -0.12], [0.07, 0.03, -0.05], [-0.05, 0.01, 0.04], [0.03, -0.01, -0.02], [0.02, 0.09, 0.03], [-0.04, 0.00, 0.05], [-0.02, -0.03, 0.05], [-0.09, -0.02, -0.03], [-0.05, 0.05, -0.03], [-0.01, -0.01, -0.05], [0.03, 0.01, -0.01], [0.01, -0.02, 0.07], [0.08, -0.04, -0.12], [0.01, 0.03, 0.07], [-0.01, 0.00, 0.08], [0.00, -0.04, -0.03], [-0.07, 0.15, 0.06], [0.09, -0.11, 0.10], [-0.01, 0.03, 0.07], [0.01, -0.05, -0.05], [-0.02, 0.02, -0.11], [-0.12, -0.06, 0.13], [-0.05, 0.01, 0.06], [0.00, 0.03, 0.02], [-0.03, 0.05, 0.01], [0.05, 0.04, 0.03], [0.01, 0.08, 0.02], [-0.03, 0.00, 0.03], [0.03, -0.02, -0.01], [0.09, -0.04, 0.01], [-0.01, -0.02, -0.06], [0.07, -0.02, 0.02], [-0.02, -0.02, -0.02], [-0.06, 0.01, -0.01], [-0.14, 0.04, 0.21], [-0.01, 0.02, -0.02], [0.00, -0.06, -0.04], [0.00, -0.07, 0.00], [0.00, 0.02, 0.01], [-0.02, 0.00, -0.04], [0.08, -0.03, 0.04], [-0.08, -0.01, 0.04], [0.10, -0.01, -0.18], [0.01, 0.06, 0.01], [-0.02, 0.06, 0.14], [0.06, -0.04, 0.00], [0.07, -0.03, -0.03]]}

=====

{"formula": "C11H7AuCl2NO3", "method": "wB97M-V/def2-TZVPD", "e_lumo_ev": 2.637, "spin_multiplicity": 1, "charge": -1, "e_above_lowest_kj_mol": 128.0, "homo_energy_ev": -3.92, "species": ["Au", "Cl", "Cl", "O", "O", "O", "N", "C", "C", "C", "C", "C", "C", "C", "C", "C", "C", "C", "H", "H", "H", "H", "H", "H", "H"], "positions_angstrom": [[-0.11453, -0.18859, -2.11879], [-0.02872, -2.34790, 4.72120], [2.63174, 1.80773, 2.29545], [0.10793, 0.85801, -5.03684], [0.64484, 2.08097, -3.26780], [0.46245, 1.60299, 0.46799], [-0.78001, -0.81952, -0.08351], [-1.77775, -1.77880, -0.12254], [-1.59878, -2.30334, 2.14773], [0.19985, -1.17150, 3.45838], [0.54223, 0.68278, 1.26270], [-2.20168, -2.56735, 0.92648], [-0.62130, -1.27338, 2.35461], [1.37151, 0.58647, 2.46798], [1.26754, -0.31104, 3.45168], [-0.34870, -0.51964, 1.20112], [0.20537, 0.85439, -3.82428], [1.14491, 3.05921, -4.04951], [1.92423, -0.24534, 4.31029], [-1.87615, -2.90131, 2.99889], [2.20703, 3.23339, -3.78701], [-2.16020, -1.99203, -1.14077], [1.12722, 2.80459, -5.11961], [-2.92483, -3.21723, 0.47221], [0.59577, 4.06646, -3.98605]], "forces_ev_per_angstrom": [[-0.56, 0.35, 0.72], [0.18, 0.00, 0.52], [0.35, -0.20, 0.97], [-0.24, -1.24, 1.00], [-0.84, -1.51, 1.75], [0.48, 0.16, -0.52], [-2.53, -1.94, 1.60], [2.39, 1.73, -2.32], [-0.75, -0.69, 0.33], [-0.19, -0.53, 0.74], [-1.05, -1.62, 1.96], [1.02, 1.90, -0.17], [-1.32, -1.80, -2.00], [0.62, 2.50, -3.57], [-0.10, -0.25, 1.74], [1.16, 1.50, -2.50], [0.43, 1.47, -1.16], [0.90, 2.69, -2.01], [0.13, -0.17, -0.08], [0.06, -0.17, 0.20], [-0.42, 0.11, 0.03], [0.33, 0.22, 0.69], [-0.05, -0.09, 0.25], [-0.52, -0.99, 1.50], [0.52, -1.41, 0.32]]}